Record 1
Here is a structure of composition C30H46BrMgN3P2 from the OMol25 dataset. Energies are from ωB97M-V with the def2-TZVPD basis set.

Properties
max |F|	2.6	eV/A
total charge	+2
gap between HOMO and LUMO (alpha / beta)	6.5323 / 6.5290	eV
relative energy (zero: lowest compared OMol25 entry of this formula, charge and spin)	17.42	kcal/mol

Last column: Mulliken charge in e.
Atoms and positions in Å:
Br (0.992, 3.009, -2.995)  -0.055
P (-0.428, -1.858, -0.415)  1.078
P (2.828, 0.416, -1.482)  -0.022
Mg (0.480, 0.833, -0.554)  1.790
N (0.539, 0.412, 1.590)  0.108
N (1.252, 0.722, 5.656)  -0.445
N (-4.933, -1.453, 3.312)  -0.484
C (0.760, 1.629, 2.153)  -0.352
C (-0.404, -2.578, -2.124)  -0.980
C (0.462, -3.335, 0.240)  -1.091
C (-0.741, 3.061, -0.673)  -1.099
C (-1.760, 2.056, -2.681)  -0.773
C (-4.406, 2.227, -0.050)  -0.879
C (0.981, 0.627, 4.333)  1.107
C (4.219, -0.764, -1.327)  -0.352
C (-2.382, -3.008, 1.461)  -1.174
C (-2.013, 3.081, -0.075)  -0.569
C (5.600, -0.112, -1.494)  -1.377
C (-2.119, -2.556, 0.031)  -0.660
C (-5.655, -1.193, 2.224)  -0.566
C (-3.015, 2.073, -2.052)  -0.803
C (-4.165, -0.494, 3.850)  -0.575
C (0.654, -0.626, 3.760)  -1.171
C (3.604, 0.596, -4.219)  -1.412
C (-5.548, 0.018, 1.522)  -0.210
C (-4.697, 1.019, 2.050)  0.746
C (-4.420, 2.259, 1.325)  -0.539
C (1.039, 1.773, 3.504)  -1.099
C (4.243, 2.886, -1.731)  -1.357
C (-0.587, 2.365, -1.899)  0.345
C (0.410, -0.668, 2.396)  -0.565
C (-3.976, 0.756, 3.230)  -0.300
C (-3.135, 2.477, -0.706)  1.005
C (2.429, 0.265, -3.296)  0.241
C (1.978, -3.475, 0.188)  -1.356
C (-1.405, -1.912, -3.035)  -1.264
C (3.404, 2.064, -0.747)  0.017
H (-6.333, -1.963, 1.856)  0.376
H (0.585, -1.533, 4.364)  0.414
H (2.490, 2.637, -0.460)  0.105
H (-3.451, -3.207, 1.593)  0.401
H (3.598, 3.241, -2.545)  0.181
H (-0.650, -3.641, -1.979)  0.616
H (5.727, 0.337, -2.491)  0.261
H (0.134, 3.591, -0.289)  1.088
H (0.694, 2.498, 1.493)  0.380
H (-2.860, -1.795, -0.268)  0.330
H (-6.056, 0.159, 0.573)  0.316
H (5.095, 2.326, -2.149)  0.265
H (-3.671, -0.733, 4.791)  0.397
H (-4.002, 3.122, 1.871)  0.759
H (4.632, 3.780, -1.227)  0.443
H (-3.231, 1.488, 3.573)  0.375
H (3.201, 0.809, -5.220)  0.420
H (1.611, 1.006, -3.484)  -0.061
H (-1.312, -2.334, -4.039)  0.467
H (0.004, -4.146, -0.342)  0.717
H (-2.259, -3.419, -0.645)  0.459
H (-5.215, 1.747, -0.609)  0.457
H (1.456, 1.600, 6.111)  0.210
H (5.752, 0.669, -0.736)  0.338
H (3.930, 1.855, 0.215)  0.580
H (4.065, -1.577, -2.065)  0.437
H (-3.950, 1.709, -2.523)  0.382
H (2.492, -2.791, 0.874)  0.226
H (1.288, 2.756, 3.908)  0.392
H (0.117, -3.471, 1.266)  0.608
H (4.151, 1.509, -3.907)  0.256
H (-1.858, -3.935, 1.707)  0.319
H (-1.624, 1.816, -3.757)  0.457
H (-2.107, -2.251, 2.203)  0.186
H (4.325, -0.233, -4.329)  0.322
H (-2.150, 3.524, 0.905)  0.283
H (2.226, -4.506, 0.501)  0.431
H (2.411, -3.327, -0.810)  0.252
H (1.981, -0.741, -3.454)  0.185
H (6.394, -0.863, -1.374)  0.427
H (1.169, -0.066, 6.285)  0.211
H (0.087, -1.597, 1.920)  0.144
H (4.080, -1.196, -0.315)  0.316
H (0.628, -2.517, -2.493)  0.534
H (-1.255, -0.829, -3.089)  0.143
H (-2.424, -2.100, -2.683)  0.290

=====

Record 2
Here is a cluster of 2 separate species, C26H59NOP in total from the OMol25 dataset. Energies are from ωB97M-V with the def2-TZVPD basis set.

Properties
max |F|	1.4	eV/A
total charge	+1
gap between HOMO and LUMO	8.2728	eV

Last column: Mulliken charge in e.
Atoms and positions in Å:
P (-3.455, 0.213, 3.535)  0.052
O (4.622, -0.272, 3.161)  -0.333
N (4.210, -0.769, 0.111)  0.296
C (-1.532, 2.436, -1.269)  0.673
C (1.832, 0.112, 0.674)  -0.791
C (-1.570, 2.744, 1.627)  0.490
C (-4.481, -2.683, -1.187)  -0.935
C (-0.535, -2.273, -2.942)  -0.916
C (-1.059, -2.329, -1.516)  0.838
C (-2.019, -3.521, -1.296)  -1.340
C (4.342, -1.753, 1.257)  -0.706
C (-2.206, 3.860, 0.805)  -0.951
C (6.362, 0.473, 0.740)  -1.334
C (4.862, -1.435, -1.070)  -1.108
C (-2.359, 3.578, -0.712)  -1.088
C (-3.250, -3.202, -0.440)  -0.528
C (3.881, 0.710, 3.879)  -0.662
C (2.779, -0.529, -0.326)  -0.487
C (-1.620, 2.327, -2.794)  -1.226
C (-4.213, -1.691, -2.311)  1.001
C (-1.017, 1.840, 3.914)  0.180
C (-1.925, 0.703, 4.448)  -0.966
C (4.905, 0.557, 0.330)  -0.332
C (-1.690, 2.973, 3.128)  -1.277
C (-5.545, -1.242, -2.922)  -1.597
C (0.312, -1.030, -3.308)  -1.097
C (-0.114, 0.269, -2.654)  0.921
C (-1.283, 0.943, -3.349)  -0.767
C (3.881, -1.356, 2.650)  -0.459
H (6.981, 0.003, -0.024)  0.369
H (6.737, 1.487, 0.871)  0.431
H (-0.489, 2.571, -0.978)  0.200
H (-3.735, -0.799, -1.909)  -0.266
H (-0.516, 2.638, 1.396)  0.157
H (-0.960, 1.092, -4.378)  0.425
H (1.425, -0.614, 1.373)  0.381
H (-1.476, -4.305, -0.777)  0.510
H (-5.412, -0.628, -3.804)  0.411
H (5.896, -1.659, -0.830)  0.477
H (6.507, -0.050, 1.680)  0.286
H (-5.058, -3.497, -1.617)  0.354
H (-1.160, 3.890, 3.381)  0.448
H (-2.720, 3.132, 3.428)  0.476
H (-2.636, 2.580, -3.087)  0.383
H (-0.246, -2.416, -0.795)  0.184
H (-0.270, 0.171, -1.589)  -0.971
H (-6.136, -2.123, -3.155)  0.380
H (-2.085, 1.813, 1.412)  0.032
H (2.851, 0.111, -1.205)  0.424
H (2.381, -1.494, -0.639)  0.268
H (1.357, -1.243, -3.073)  0.257
H (3.766, 1.612, 3.269)  0.249
H (0.720, 0.972, -2.756)  0.677
H (-0.457, 2.250, 4.752)  0.426
H (-2.955, -0.432, 2.385)  -0.085
H (-2.334, -3.945, -2.245)  0.489
H (-3.540, -4.139, 0.032)  0.423
H (-1.613, -1.428, -1.268)  -0.410
H (-2.994, -2.520, 0.366)  0.040
H (4.804, -0.762, -1.920)  0.398
H (-2.199, 0.859, 5.481)  0.389
H (3.787, -2.638, 0.942)  0.410
H (-3.585, -2.121, -3.082)  0.043
H (-0.981, 3.091, -3.231)  0.388
H (-1.324, -2.420, -3.667)  0.412
H (-3.191, 4.036, 1.225)  0.262
H (4.069, -2.232, 3.283)  0.383
H (-1.329, -0.206, 4.447)  0.383
H (-1.863, 1.492, -0.847)  -0.145
H (4.821, 1.088, -0.619)  0.570
H (4.330, 1.112, 1.063)  0.219
H (-2.117, 4.491, -1.248)  0.268
H (2.893, 0.349, 4.171)  0.334
H (-5.121, -2.160, -0.480)  0.334
H (-3.979, 1.398, 2.992)  -0.005
H (5.397, -2.013, 1.294)  0.536
H (-0.279, 1.384, 3.261)  -0.318
H (2.267, 0.942, 1.227)  0.204
H (2.812, -1.169, 2.699)  0.276
H (0.120, -3.135, -3.060)  0.324
H (0.270, -0.914, -4.386)  0.411
H (-2.159, 0.303, -3.401)  0.170
H (-6.099, -0.711, -2.153)  0.374
H (-3.401, 3.368, -0.938)  0.425
H (4.437, 0.973, 4.776)  0.290
H (-1.623, 4.764, 0.948)  0.332
H (0.975, 0.504, 0.125)  -0.061
H (4.326, -2.356, -1.282)  0.423

=====

Record 3
Here is a cluster of 2 separate species, C6H13NO2 in total from the OMol25 dataset. Energies are from ωB97M-V with the def2-TZVPD basis set.

Properties
max |F|	4.0	eV/A
structure (SMILES)	C=C(O)NC.CCC=O
gap between HOMO and LUMO	9.0399	eV
relative energy (zero: lowest compared OMol25 entry of this formula, charge and spin)	86.01	kcal/mol

Last column: natural (NBO) charge in e.
Atoms and positions in Å:
O (-2.173, -0.702, -1.482)  -0.593
O (1.464, 0.770, 1.063)  -0.695
N (0.662, 0.426, -1.145)  -0.614
C (-1.082, -1.023, 0.895)  -0.501
C (-1.654, 0.239, 1.509)  -0.627
C (0.137, 1.786, -1.220)  -0.421
C (-1.133, -0.897, -0.886)  0.455
C (1.365, -0.080, -0.013)  0.518
C (2.225, -1.109, -0.193)  -0.628
H (2.240, -1.663, -1.124)  0.208
H (0.764, 2.392, -1.874)  0.195
H (0.006, 2.277, -0.257)  0.226
H (1.031, 0.078, -2.031)  0.407
H (-0.243, -1.415, 1.470)  0.213
H (-1.897, 0.091, 2.566)  0.206
H (-1.807, -1.838, 0.980)  0.214
H (-2.563, 0.563, 0.993)  0.215
H (2.245, 0.502, 1.570)  0.500
H (-0.969, 1.085, 1.432)  0.202
H (-0.868, 1.748, -1.642)  0.212
H (-0.363, -1.576, -1.274)  0.100
H (2.611, -1.652, 0.661)  0.207

=====

> Look up the max |F| of the second one.

1.4 eV/A

=====

> Look up the max |F| of the second one.

1.4 eV/A

=====

> Number 1 is which compound?

C30H46BrMgN3P2